Model i:
Entry from OMol25: a 2-piece molecular cluster, C2H4NOP overall (the ωB97M-V functional and the def2-TZVPD basis).

Orbital gap (spin up / spin down), Eh: 0.2979 / 0.2980
E_HOMO (spin up / spin down), hartree: -0.3660 / -0.3660
Net charge: 0

Last column: Mulliken charge in e.
Element x y z (Å)
C -3.24918 -0.31109 0.31666  -0.22
C 0.15506 -0.14977 0.59567  -0.96
N -4.05993 -1.04591 -0.02716  -0.39
O -0.64649 1.97220 -0.80956  -0.40
P -0.91842 1.35017 0.64549  0.58
H 1.19365 0.14034 0.77514  0.39
H 0.08475 -0.66270 -0.36457  0.32
H -0.15274 -0.82910 1.38488  0.32
H -0.31780 1.40041 -1.51027  0.36



Model ii:
Entry from OMol25: C2H4NOP as an isolated structure (the ωB97M-V functional and the def2-TZVPD basis).

Orbital gap, Eh: 0.2790
E_HOMO, hartree: -0.3157
Net charge: 0

Last column: Mulliken charge in e.
Element x y z (Å)
C -1.69171 -0.08521 -0.16086  0.41
C -1.41848 -1.10856 0.71655  -0.37
N -2.19435 0.98676 -0.43281  -0.59
O 3.03259 0.11565 0.00085  -0.66
P 0.07604 -0.71897 0.09823  -0.04
H 1.84828 0.27238 -0.25882  0.30
H -1.69091 -2.03508 1.05078  0.36
H -1.61518 1.67964 -0.99147  0.29
H 3.65372 0.89338 -0.02244  0.29



Model iii:
Entry from OMol25: C2H4NOP as an isolated structure (the ωB97M-V functional and the def2-TZVPD basis).

Orbital gap, Eh: 0.3521
E_HOMO, hartree: -0.3692
Net charge: 0

Last column: Mulliken charge in e.
Element x y z (Å)
C 2.20188 0.12934 -0.28158  -0.05
C -0.86133 -0.81160 -0.24280  -0.86
N 3.02965 -0.41127 0.29160  -0.40
O -0.47828 1.95687 0.36405  -0.41
P -0.09593 0.80631 -0.70280  0.44
H -1.45842 -0.75891 0.72202  0.31
H -0.10079 -1.47996 -0.16873  0.34
H -1.39799 -1.10612 -1.16788  0.28
H -0.83877 1.67535 1.18613  0.34



The structure with the most favorable energy is model iii; the runner-up is 52.9 kJ/mol above it.



Model i:
Entry from OMol25: a 3-piece molecular cluster, C3H14N2O2 overall (the ωB97M-V functional and the def2-TZVPD basis).

Orbital gap, Eh: 0.3622
SMILES string: CCNCN.O.O
E_HOMO, hartree: -0.3347
Net charge: 0

Last column: Mulliken charge in e.
Element x y z (Å)
C -1.07858 2.42698 -1.05382  -1.19
C -1.28389 1.10993 -0.35052  -0.38
N -0.31650 0.08432 -0.83353  -0.35
C -0.21967 -1.00131 0.21184  -0.64
N 0.17333 -2.31644 -0.29977  -0.63
H -1.22023 2.33910 -2.13262  0.30
H -1.74109 3.21227 -0.65124  0.37
H -0.04752 2.72478 -0.85716  0.28
H -2.31288 0.77109 -0.45679  0.32
H -1.13564 1.20828 0.74403  0.35
H -0.67935 -0.40441 -1.64790  0.23
H 0.46594 -0.64806 0.96959  0.33
H -1.28263 -1.14037 0.45314  0.46
H 1.17695 -2.47193 -0.23807  0.31
H 0.03806 -2.34408 -1.30891  0.26
O 0.18511 -0.47903 3.90038  -0.65
H 1.14947 -0.57092 4.01899  0.32
H -0.20019 -1.33651 3.74366  0.32
O 2.84982 -0.72238 -1.61398  -0.67
H 3.45918 -0.02368 -1.36636  0.31
H 2.02032 -0.41763 -1.23095  0.35



Model ii:
Entry from OMol25: a 3-piece molecular cluster, C3H14N2O2 overall (the ωB97M-V functional and the def2-TZVPD basis).

Orbital gap, Eh: 0.3602
SMILES string: C[C@@H](N)CN.O.O
E_HOMO, hartree: -0.3270
Net charge: 0

Last column: Mulliken charge in e.
Element x y z (Å)
C 0.82626 1.08813 -0.10117  -1.47
C -0.16077 0.22845 -0.81768  0.58
N 0.52449 -0.75650 -1.66154  -0.66
C -1.15345 -0.46901 0.13051  -0.68
N -1.91330 0.51294 0.96510  -0.67
H 0.28623 1.77966 0.54945  0.39
H 1.50521 1.63285 -0.74837  0.35
H 1.40271 0.50731 0.63076  0.34
H -0.72908 0.77151 -1.57512  0.21
H -0.08073 -1.38171 -2.18356  0.22
H 1.15127 -1.40818 -1.21014  0.23
H -1.88172 -0.95922 -0.51018  0.36
H -0.55852 -1.14337 0.75375  0.32
H -2.49755 -0.10169 1.55101  0.24
H -1.28091 0.77381 1.71712  0.24
O 6.22917 -0.34086 -2.75285  -0.63
H 6.28975 0.19262 -3.54937  0.32
H 7.05275 -0.78049 -2.70743  0.31
O -4.73662 -0.31443 3.83413  -0.63
H -4.96223 0.25923 4.56930  0.32
H -5.31297 -0.09102 3.11628  0.32



Model iii:
Entry from OMol25: a 3-piece molecular cluster, C3H14N2O2 overall (the ωB97M-V functional and the def2-TZVPD basis).

Orbital gap, Eh: 0.3442
SMILES string: C[C@H](N)CN.O.O
E_HOMO, hartree: -0.3196
Net charge: 0

Last column: Mulliken charge in e.
Element x y z (Å)
C -1.19992 0.76544 -0.92179  -1.48
C 0.12773 -0.04090 -0.99507  0.97
N 1.06634 0.55616 -0.05446  -0.59
C 0.74102 0.11673 -2.41165  -1.13
N 1.61912 -0.98438 -2.85060  -0.57
H -1.77561 0.34016 -0.12496  0.32
H -0.89714 1.76896 -0.60624  0.37
H -1.73703 0.92106 -1.85234  0.34
H -0.06493 -1.07232 -0.73783  0.16
H 0.80815 0.60446 0.91864  0.16
H 2.03429 0.37627 -0.25478  0.13
H 1.33940 1.02047 -2.44467  0.45
H -0.06891 0.26436 -3.11388  0.37
H 1.06064 -1.80216 -3.04750  0.25
H 2.23022 -1.19639 -2.06957  0.26
O -0.25192 1.46431 2.98208  -0.63
H -0.13589 2.40143 3.16601  0.30
H -1.14443 1.39951 2.62579  0.33
O -1.72155 -1.83816 2.91454  -0.63
H -1.28834 -2.66976 2.71642  0.31
H -1.17414 -1.52789 3.64858  0.32



The structure with the most favorable energy is model iii; the runner-up is 5.0 kJ/mol above it.



Model i:
Entry from OMol25: one molecule with the formula C21H24N2O3 (the ωB97M-V functional and the def2-TZVPD basis).

Orbital gap, Eh: 0.3540
SMILES string: CN(C)C(=O)[C@@H]1C[C@H]1[C@@H](NC(=O)OCc1ccccc1)c1ccccc1
E_HOMO, hartree: -0.3271
Net charge: 0

Last column: Mulliken charge in e.
Element x y z (Å)
C 5.26980 0.37058 -4.27085  -1.05
N 4.76922 -0.01028 -2.97026  0.09
C 5.69614 0.09143 -1.86920  -0.96
C 3.47589 -0.39005 -2.84026  0.50
O 2.73831 -0.52249 -3.80179  -0.70
C 3.00716 -0.64501 -1.43847  -0.38
C 2.78422 -2.07172 -1.00432  -0.86
C 1.61290 -1.18506 -1.27567  -0.54
C 0.76140 -0.67892 -0.13899  0.15
N 0.33252 0.68965 -0.41587  -0.12
C -0.14558 1.44104 0.60584  0.56
O 0.10821 1.26744 1.77071  -0.63
O -0.92607 2.44586 0.13456  -0.45
C -1.63161 3.15965 1.14334  -0.80
C -2.58071 2.26606 1.90363  0.60
C -3.17554 1.17930 1.27655  -0.05
C -4.01946 0.33946 1.97990  -0.54
C -4.28823 0.58597 3.31467  -0.55
C -3.70834 1.67535 3.94231  -0.49
C -2.85429 2.50837 3.24230  -0.65
C -0.46655 -1.52864 0.11782  0.12
C -0.74488 -1.97986 1.40051  -0.04
C -1.91004 -2.67869 1.66273  -0.72
C -2.81141 -2.93297 0.64399  -0.48
C -2.54441 -2.48149 -0.63734  -0.88
C -1.38159 -1.77919 -0.89790  -0.17
H 4.45437 0.27281 -4.98458  0.31
H 6.09253 -0.28165 -4.57184  0.34
H 5.61968 1.40520 -4.25612  0.35
H 6.70953 -0.00553 -2.25716  0.36
H 5.52746 -0.70672 -1.14813  0.35
H 5.61376 1.05722 -1.35970  0.27
H 3.35620 0.05620 -0.69295  0.60
H 3.01090 -2.32812 0.02010  0.28
H 3.00290 -2.85475 -1.71444  0.29
H 1.08512 -1.35920 -2.20477  0.30
H 1.35431 -0.62578 0.78054  0.59
H -0.05136 0.87117 -1.33125  0.33
H -0.91948 3.62127 1.83627  0.38
H -2.17384 3.94150 0.60310  0.32
H -2.96786 0.98114 0.23466  0.41
H -4.46242 -0.51053 1.48227  0.45
H -4.94489 -0.07096 3.86585  0.39
H -3.91255 1.87069 4.98489  0.39
H -2.38922 3.34744 3.73898  0.35
H -0.05275 -1.76646 2.20101  0.36
H -2.11754 -3.01815 2.66665  0.42
H -3.72215 -3.47724 0.84756  0.44
H -3.24706 -2.67102 -1.43593  0.37
H -1.19073 -1.42153 -1.89967  0.38



Model ii:
Entry from OMol25: C21H24N2O3 as an isolated structure (the ωB97M-V functional and the def2-TZVPD basis).

Orbital gap, Eh: 0.2281
E_HOMO, hartree: -0.2489
Net charge: 0

Last column: Mulliken charge in e.
Element x y z (Å)
O -3.89975 0.01625 0.65977  -0.72
C -3.67682 1.23572 0.76275  0.58
O -3.63458 2.08272 1.66822  -0.70
C -3.27146 1.88478 -0.63383  -0.41
C -3.59628 3.37910 -0.76677  -0.78
C -2.30615 4.03584 -0.42932  0.52
C -1.29645 3.06082 -0.33223  0.48
C 0.02501 3.39250 -0.04914  -0.77
C 0.30260 4.72072 0.29218  -0.77
C -0.70221 5.70434 0.15378  -0.43
C -2.01031 5.37771 -0.23106  -0.76
N -1.83930 1.79477 -0.53167  0.14
C -1.20631 0.58047 -0.50540  -0.86
C -0.04628 0.27203 0.16822  -1.01
C 0.81782 -0.88030 -0.12817  0.70
C 2.23550 -0.72055 0.38261  0.23
C 3.34111 -1.13288 -0.37307  -0.19
C 4.61752 -1.04353 0.19752  -0.59
C 4.80852 -0.49982 1.47015  -0.47
C 3.70071 -0.04670 2.18168  -0.76
C 2.41170 -0.19072 1.66647  -0.34
H -3.67296 1.26537 -1.42908  0.47
H -3.89541 3.59216 -1.80237  0.28
H -4.41608 3.70006 -0.11828  0.39
H 0.78510 2.61602 -0.08363  0.76
H 1.29360 4.98853 0.67357  0.37
H -0.45313 6.74907 0.35423  0.34
H -2.79852 6.12649 -0.35964  0.41
H -1.79987 -0.25378 -0.89910  0.41
H 0.26958 0.93005 0.99225  0.61
H 0.75251 -1.25554 -1.16339  0.47
H 3.18592 -1.52731 -1.38813  0.37
H 5.46088 -1.39986 -0.38900  0.38
H 5.80825 -0.42910 1.89775  0.40
H 3.80834 0.40757 3.15537  0.39
H 1.53722 0.07899 2.27354  0.40
C -0.41736 -5.75355 -1.26815  -1.52
C 0.17175 -4.36870 -1.06187  0.63
O -0.22564 -3.57582 -2.19704  -0.56
C -0.33730 -3.73098 0.21556  -0.97
N 0.45431 -2.54215 0.68825  -0.44
H -0.16770 -6.41517 -0.42851  0.39
H -1.51057 -5.68755 -1.32956  0.36
H -0.05701 -6.22083 -2.19065  0.36
H 1.27045 -4.47326 -1.04447  0.27
H 0.37453 -2.81950 -2.30559  0.31
H -1.38713 -3.44327 0.08735  0.37
H -0.27659 -4.50058 0.99559  0.40
H 0.05168 -2.23377 1.58242  0.44
H 1.41658 -2.84687 0.91990  0.41



The structure with the most favorable energy is model i; the runner-up is 333.6 kJ/mol above it.